C7H26O7 | ωB97M-V with the def2-TZVPD basis set

Each line ends with the Mulliken charge.
Geometry (Å):
C -2.956 1.070 -1.321  -1.24
C -2.574 -0.083 -0.239  -0.27
C -1.137 -0.254 -0.139  0.67
C -0.556 -1.508 0.258  2.19
C -1.044 -2.630 -0.355  -1.74
C 1.442 -2.577 1.171  -1.05
C 0.580 -1.576 1.219  -0.05
H -2.481 2.008 -1.065  0.19
H -3.981 1.136 -1.268  0.53
H -2.829 0.722 -2.363  0.27
H -3.095 0.246 0.768  0.26
H -3.098 -0.981 -0.726  0.15
H -0.673 0.648 0.372  -0.44
H -0.554 -0.088 -1.106  -0.47
H -1.870 -2.522 -1.076  0.07
H -0.693 -3.589 -0.439  0.58
H 1.221 -3.395 0.313  0.10
H 2.381 -2.546 1.630  0.39
H 0.719 -0.628 1.737  0.00
H -0.452 -1.341 3.231  0.41
H 0.496 -0.777 4.337  0.31
O -0.441 -0.904 4.099  -0.67
H 0.433 1.031 1.688  0.09
H -0.035 1.881 2.964  0.36
O 0.783 1.548 2.555  -0.69
H 0.057 -1.444 -2.619  0.31
H 1.300 -2.278 -2.700  0.25
O 0.468 -2.320 -2.408  -0.52
H 3.967 -0.346 -1.789  0.26
H 2.533 0.056 -1.331  0.31
O 3.089 -0.604 -1.673  -0.57
H -0.099 1.723 -2.784  0.30
H -0.382 1.039 -4.196  0.29
O -0.787 1.192 -3.314  -0.60
H 1.923 2.308 0.759  0.30
H 3.326 2.245 0.443  0.32
O 2.464 2.201 -0.013  -0.59
H -1.326 4.207 0.410  0.30
H 0.199 4.465 0.398  0.30
O -0.515 4.084 0.862  -0.59

Calculated values
SMILES: C=CC(=C)CCC.O.O.O.O.O.O.O
Frontier orbital gap, eV: 8.2
M, g/mol: 222.3
HOMO, eV: -8.069
E_LUMO, eV: 0.12
Net charge: 0
Energy above the lowest of the compared OMol25 structures with the same formula, charge and spin, kcal/mol: 98.22



C7H26O8 | ωB97M-V with the def2-TZVPD basis set

Each line ends with the Mulliken charge.
Geometry (Å):
C -0.753 0.850 -2.351  0.28
C -1.870 1.377 -2.814  -1.01
C 0.474 1.474 -1.899  0.00
C 0.450 1.934 -0.446  -0.39
C -0.005 3.147 -0.154  -0.16
C 0.076 3.680 1.202  -0.36
C -0.847 3.295 2.094  -0.62
H -0.747 -0.321 -2.256  0.13
H -2.647 0.787 -3.137  0.36
H -1.934 2.476 -3.132  0.20
H 1.419 0.783 -1.894  -0.22
H 0.925 2.196 -2.604  0.40
H 0.684 1.089 0.132  0.35
H -0.475 3.878 -0.979  0.22
H 0.757 4.433 1.337  0.42
H -1.446 2.455 1.861  0.19
H -1.122 3.791 3.100  0.23
H -3.102 0.116 2.065  0.34
H -4.036 1.002 1.247  0.30
O -4.009 0.329 1.875  -0.64
H 3.684 -0.035 -1.549  0.31
H 3.608 1.466 -1.526  0.30
O 3.234 0.735 -1.983  -0.61
H 1.919 -2.227 0.128  0.34
H 1.091 -3.013 0.981  0.23
O 1.467 -2.171 0.954  -0.56
H 1.056 -0.572 -3.298  0.36
H 2.016 -1.113 -4.460  0.28
O 1.470 -1.369 -3.765  -0.66
H 0.842 -0.658 2.047  0.25
H -0.063 -0.134 3.059  0.33
O -0.113 -0.465 2.128  -0.53
H -1.426 -1.185 2.126  0.41
H -2.658 -2.197 2.049  0.34
O -2.142 -1.644 2.698  -0.81
H 1.685 -2.635 -2.271  0.34
H 2.497 -3.896 -1.456  0.26
O 2.008 -3.057 -1.451  -0.63
H -1.006 -3.353 3.244  0.39
H 0.492 -3.643 2.644  0.30
O -0.309 -4.112 3.138  -0.66

Calculated values
SMILES: C=C/C=C/CC=C.O.O.O.O.O.O.O.O
Frontier orbital gap, eV: 9.2
M, g/mol: 238.3
HOMO, eV: -9.133
E_LUMO, eV: 0.09
Net charge: 0
Energy above the lowest of the compared OMol25 structures with the same formula, charge and spin, kcal/mol: 112.09



C7H28IN14O7 | ωB97M-V with the def2-TZVPD basis set

Each line ends with the Mulliken charge.
Geometry (Å):
I -0.340 1.218 -0.098  -0.95
C -6.187 1.582 -2.659  0.66
O -5.970 0.388 -2.529  -0.67
N -5.461 2.452 -2.086  -0.38
N -7.277 2.059 -3.202  -0.42
H -4.744 2.062 -1.490  0.25
H -5.802 3.402 -2.035  0.16
H -7.295 3.061 -3.075  0.16
H -8.067 1.431 -3.179  0.24
C -2.076 -4.131 -2.821  0.64
O -2.741 -5.037 -3.218  -0.64
N -2.444 -2.838 -2.645  -0.35
N -0.849 -4.361 -2.411  -0.39
H -3.376 -2.549 -2.906  0.18
H -1.847 -2.279 -2.053  0.16
H -0.759 -5.362 -2.312  0.21
H -0.309 -3.715 -1.854  0.18
C -1.051 4.210 -5.382  0.63
O -0.889 4.619 -6.521  -0.71
N -1.640 4.819 -4.405  -0.38
N -0.815 3.113 -4.932  -0.31
H -1.962 5.773 -4.491  0.19
H -1.874 4.193 -3.648  0.18
H -0.827 2.930 -3.938  0.18
H -0.228 2.503 -5.483  0.22
C -1.493 -3.181 3.330  0.66
O -0.692 -2.513 3.949  -0.65
N -2.086 -4.118 4.000  -0.41
N -1.805 -3.151 2.063  -0.31
H -1.738 -4.255 4.939  0.22
H -2.812 -4.673 3.569  0.15
H -2.532 -3.831 1.897  0.12
H -1.611 -2.425 1.388  0.22
C 4.251 -0.117 3.792  0.63
O 3.363 -0.182 4.578  -0.60
N 5.492 -0.373 4.136  -0.42
N 4.124 0.252 2.525  -0.38
H 5.854 -0.263 5.072  0.23
H 6.237 -0.210 3.474  0.15
H 3.295 0.623 2.083  0.21
H 4.877 0.061 1.881  0.16
C 3.065 4.375 3.803  0.72
O 2.288 4.109 4.688  -0.64
N 4.303 4.658 3.965  -0.43
N 2.789 4.346 2.470  -0.44
H 4.538 4.434 4.921  0.24
H 4.932 4.763 3.182  0.18
H 1.842 4.153 2.174  0.21
H 3.518 4.310 1.773  0.15
C 3.305 -3.793 -0.172  0.70
O 4.095 -4.725 -0.382  -0.69
N 2.769 -3.519 1.032  -0.35
N 3.144 -2.771 -0.984  -0.39
H 2.364 -2.605 1.174  0.17
H 3.014 -4.172 1.763  0.19
H 3.696 -2.695 -1.826  0.19
H 2.440 -2.054 -0.883  0.17

Calculated values
Frontier orbital gap, eV: 6.9
M, g/mol: 547.3
HOMO, eV: -4.785
E_LUMO, eV: 2.15
Net charge: -1
Energy above the lowest of the compared OMol25 structures with the same formula, charge and spin, kcal/mol: 0.00



C7H28N6O7 | ωB97M-V with the def2-TZVPD basis set

Each line ends with the Mulliken charge.
Geometry (Å):
C -1.122 -0.344 -1.796  0.28
O -2.480 -0.640 -1.637  -0.71
N -0.475 0.526 -1.041  -0.10
N -0.303 -1.135 -2.448  -0.28
H -1.086 1.153 -0.451  -0.24
H 0.559 0.755 -1.088  0.35
H -0.825 -1.738 -3.122  0.18
H 0.671 -0.877 -2.660  0.45
C 1.719 -2.057 0.354  0.36
O 2.497 -2.753 1.273  -0.78
N 0.950 -1.063 0.705  -0.02
N 1.600 -2.388 -0.884  -0.37
H 0.914 -0.780 1.705  0.13
H 0.177 -0.786 0.116  -0.05
H 2.246 -3.150 -1.221  0.23
H 0.841 -2.033 -1.453  0.44
C 2.468 0.798 -2.292  0.53
O 2.875 1.846 -3.070  -0.74
N 2.103 0.930 -1.037  -0.21
N 2.544 -0.474 -2.638  -0.37
H 2.057 1.829 -0.499  0.24
H 1.846 0.128 -0.447  0.23
H 3.066 -0.720 -3.496  0.24
H 2.499 -1.092 -1.888  0.33
C -2.617 0.433 1.981  -0.49
O -2.356 -0.758 2.685  -0.48
H -3.634 0.378 1.673  0.35
H -2.089 0.400 1.047  -0.09
H -2.354 1.345 2.344  0.43
H -1.518 -0.701 3.151  0.28
C 1.753 1.827 2.015  -0.70
O 1.604 2.636 0.889  -0.67
H 2.340 0.951 1.814  0.37
H 0.826 1.636 2.491  0.11
H 2.191 2.398 2.786  0.37
H 0.758 3.045 0.865  0.36
C -1.683 -3.604 0.537  -0.16
O -1.778 -4.021 1.856  -0.52
H -2.164 -2.595 0.424  0.18
H -2.092 -4.382 -0.164  0.29
H -0.604 -3.462 0.374  -0.08
H -2.679 -4.045 2.159  0.30
C -1.679 3.824 -0.314  -0.75
O -1.289 2.996 0.742  -0.51
H -2.258 4.658 0.097  0.32
H -2.244 3.280 -1.034  0.30
H -0.807 4.230 -0.805  0.32
H -0.962 3.600 1.401  0.33

Calculated values
SMILES: NC(N)=O.NC(N)=O.NC(N)=O.CO.CO.CO.CO
Frontier orbital gap, eV: 9.5
M, g/mol: 308.3
HOMO, eV: -9.600
E_LUMO, eV: -0.13
Net charge: 0
Energy above the lowest of the compared OMol25 structures with the same formula, charge and spin, kcal/mol: 125.19



C7H28O7 | ωB97M-V with the def2-TZVPD basis set

Each line ends with the Mulliken charge.
Geometry (Å):
C 3.123 0.162 1.107  -0.23
O 4.098 1.189 1.065  -0.55
H 2.284 0.537 1.694  0.13
H 2.797 0.009 0.078  0.04
H 3.517 -0.768 1.515  0.32
H 4.866 0.956 1.591  0.31
C -0.669 0.547 -0.583  -0.56
O -0.185 0.244 0.721  -0.32
H -0.162 1.335 -1.141  0.31
H -0.438 -0.402 -1.066  0.14
H -1.751 0.663 -0.647  0.34
H -0.973 0.048 1.233  0.17
C 2.025 1.619 -3.773  -0.39
O 3.386 1.864 -3.854  -0.57
H 1.583 1.448 -4.754  0.21
H 1.805 0.807 -3.079  0.14
H 1.609 2.541 -3.367  0.30
H 3.830 1.866 -3.003  0.31
C -1.909 2.094 3.562  -0.39
O -2.096 3.480 3.898  -0.53
H -1.157 1.656 4.219  0.27
H -2.808 1.479 3.573  0.24
H -1.463 1.934 2.581  0.11
H -2.265 3.590 4.836  0.30
C 0.972 -3.059 0.282  -0.67
O 1.171 -2.056 1.308  -0.51
H 1.306 -2.758 -0.711  0.27
H 1.151 -4.091 0.584  0.32
H -0.109 -3.033 0.149  0.23
H 0.974 -1.171 0.993  0.29
C -1.959 -0.846 -3.926  -0.51
O -1.574 0.450 -3.998  -0.49
H -2.895 -0.907 -4.480  0.27
H -1.205 -1.403 -4.482  0.26
H -2.179 -1.132 -2.897  0.17
H -1.125 0.656 -4.822  0.29
C -2.064 -1.705 2.837  -0.59
O -2.542 -0.738 1.922  -0.51
H -1.404 -1.303 3.606  0.23
H -2.857 -2.247 3.351  0.40
H -1.389 -2.410 2.350  0.17
H -3.316 -1.146 1.526  0.26

Calculated values
SMILES: CO.CO.CO.CO.CO.CO.CO
Frontier orbital gap, eV: 10.1
M, g/mol: 224.3
HOMO, eV: -9.757
E_LUMO, eV: 0.35
Net charge: 0
Energy above the lowest of the compared OMol25 structures with the same formula, charge and spin, kcal/mol: 106.88



C7H28O7 | ωB97M-V with the def2-TZVPD basis set

Each line ends with the Mulliken charge.
Geometry (Å):
C -22.552 27.156 39.003  0.19
O -23.709 27.976 38.808  -0.57
H -21.984 27.492 39.877  0.18
H -22.038 27.154 38.230  -0.32
H -22.803 25.969 39.142  0.21
H -23.982 28.162 37.838  0.31
C -18.946 28.293 38.277  -0.59
O -18.794 28.561 36.893  -0.58
H -19.769 28.591 38.637  0.57
H -18.076 28.565 38.722  0.22
H -18.964 27.191 38.541  0.02
H -19.461 28.013 36.294  0.30
C -18.128 25.196 40.387  -0.69
O -19.179 25.978 40.969  -0.43
H -17.474 25.778 39.591  0.18
H -18.498 24.289 40.109  0.36
H -17.249 25.280 41.050  0.33
H -19.095 25.666 41.792  0.27
C -15.828 28.669 41.294  -0.57
O -15.118 27.586 40.669  -0.48
H -15.772 28.830 42.368  0.36
H -16.830 28.477 41.004  0.18
H -15.651 29.564 40.836  0.25
H -14.837 26.997 41.258  0.26
C -16.787 30.924 38.719  -0.60
O -17.177 30.884 37.277  -0.56
H -17.591 30.704 39.333  0.35
H -16.329 31.864 38.939  0.35
H -16.013 30.099 38.835  0.15
H -18.030 30.394 37.174  0.35
C -16.783 26.392 34.040  -0.49
O -17.114 26.424 32.637  -0.52
H -16.931 25.282 34.142  0.18
H -17.209 26.977 34.730  0.21
H -15.689 26.364 34.172  0.30
H -17.494 25.595 32.306  0.32
C -19.891 25.569 35.829  -0.69
O -20.498 26.754 35.651  -0.47
H -20.668 24.933 36.201  0.30
H -19.101 25.563 36.453  0.32
H -19.369 25.175 34.903  0.28
H -20.546 27.127 34.896  0.25

Calculated values
SMILES: CO.CO.CO.CO.CO.CO.CO
Frontier orbital gap, eV: 10.0
M, g/mol: 224.3
HOMO, eV: -9.566
E_LUMO, eV: 0.41
Net charge: 0
Energy above the lowest of the compared OMol25 structures with the same formula, charge and spin, kcal/mol: 206.18